{"formula": "C29H34N6RuS", "method": "wB97M-V/def2-TZVPD", "elements": ["Ru", "S", "N", "N", "N", "N", "N", "N", "C", "C", "C", "C", "C", "C", "C", "C", "C", "C", "C", "C", "C", "C", "C", "C", "C", "C", "C", "C", "C", "C", "C", "C", "C", "C", "C", "C", "C", "H", "H", "H", "H", "H", "H", "H", "H", "H", "H", "H", "H", "H", "H", "H", "H", "H", "H", "H", "H", "H", "H", "H", "H", "H", "H", "H", "H", "H", "H", "H", "H", "H", "H"], "positions_angstrom": [[-0.122, 0.573, 0.473], [-1.956, -1.308, 0.606], [-2.806, -0.283, -1.698], [1.829, -0.564, 0.847], [0.667, 0.983, 2.485], [-2.315, -2.517, -1.825], [-0.162, 2.569, -0.354], [0.219, 0.367, -1.549], [-1.553, 3.646, 1.372], [-2.257, -4.318, -0.146], [-0.195, 3.647, 0.650], [-1.784, -3.756, -1.304], [-1.708, 1.553, 2.958], [1.913, 0.577, 2.853], [3.723, 0.698, 4.535], [-0.520, -6.002, -0.299], [4.867, 0.261, 3.965], [-1.580, -5.408, 0.342], [-0.798, -4.383, -2.043], [-1.151, 3.752, -2.254], [-0.309, 1.192, -3.746], [2.388, 0.890, 4.048], [-1.693, 3.892, -3.532], [-0.118, -5.515, -1.556], [-0.267, 1.351, -2.339], [-0.262, 1.589, 3.463], [4.993, -0.370, 2.744], [-1.775, 3.029, -4.621], [-0.514, 2.627, -1.612], [0.752, -0.836, -2.072], [-2.425, -1.382, -1.059], [-1.049, 1.885, -4.710], [-2.133, 2.247, 1.644], [4.002, -0.560, 1.816], [2.620, -0.203, 1.807], [1.205, -1.883, -1.046], [2.369, -1.437, -0.158], [-1.475, 4.299, 2.264], [-3.049, 0.543, -1.207], [5.752, 0.226, 4.617], [0.630, -5.996, -2.172], [-1.133, 1.287, -5.628], [-1.979, 0.529, 2.896], [3.158, -0.921, -0.764], [2.882, -2.269, 0.319], [0.406, -2.189, -0.378], [-2.150, 4.877, -3.714], [-0.135, -6.921, 0.139], [-2.586, -2.423, -2.797], [-2.315, 3.335, -5.456], [3.844, 1.018, 5.559], [1.693, 1.404, 4.764], [5.987, -0.626, 2.385], [0.052, -1.363, -2.791], [-0.033, 2.674, 3.606], [4.397, -1.015, 0.938], [-3.254, 2.328, 1.722], [-2.077, 1.631, 0.754], [-2.296, 4.143, 0.715], [-2.943, -0.301, -2.701], [1.693, -0.584, -2.654], [1.512, -2.694, -1.691], [-2.354, 2.046, 3.734], [-0.479, -3.975, -3.007], [0.098, 0.266, -4.109], [-3.149, -3.885, 0.325], [-1.951, -5.864, 1.240], [0.624, 3.403, 1.345], [-1.273, 4.656, -1.591], [0.063, 4.667, 0.205], [-0.253, 1.093, 4.441]], "forces_ev_per_angstrom": [[1.052, -0.681, 1.964], [-0.328, 0.233, -0.543], [-0.330, -0.569, -0.899], [-0.037, 0.135, -0.651], [-1.022, -0.535, -0.381], [-0.302, 1.054, 1.536], [0.254, 0.627, 0.302], [-0.681, 0.977, -0.548], [-0.512, 0.618, -0.544], [-0.593, 0.717, 0.107], [0.366, 0.500, -0.806], [-0.050, 0.431, -1.289], [-0.336, 1.064, 0.546], [-1.721, 0.283, -2.543], [-1.582, 0.766, 0.607], [0.371, -0.326, -1.039], [1.099, -0.819, 1.213], [-0.599, -0.404, 0.768], [1.292, -0.492, -0.351], [0.103, 0.627, 0.395], [-0.667, 0.212, 0.960], [2.005, 0.694, 3.499], [-0.166, 0.943, 1.005], [-1.152, 0.451, 0.514], [1.275, -0.528, -0.486], [0.214, 1.043, -0.982], [-0.423, 0.567, -1.377], [1.101, 0.007, 1.232], [-0.878, 0.298, -0.612], [0.997, -0.872, -1.444], [0.786, -1.072, -0.208], [0.097, -1.712, -0.292], [-1.021, 0.859, 1.168], [0.410, 0.166, 0.530], [-0.203, 0.246, 0.914], [0.585, 0.471, -0.205], [-0.047, 0.434, -1.228], [-0.137, -0.584, -0.207], [-0.052, 0.507, 0.414], [-0.389, 0.295, -0.356], [0.036, 0.007, 0.172], [0.120, 0.616, 0.054], [-0.607, -1.059, 0.056], [-0.566, -0.247, 0.233], [-0.181, -0.410, -0.028], [-0.203, -0.297, -0.161], [0.109, -0.468, 0.252], [0.290, 0.288, -0.219], [0.108, -0.369, 0.146], [-0.858, 0.555, -1.264], [-0.026, 0.175, 0.171], [0.947, -0.602, -0.781], [-0.071, -0.227, 0.356], [0.505, 0.593, 0.575], [0.288, -0.635, 0.186], [-0.181, -0.263, -0.632], [0.948, 0.104, 0.034], [0.275, -0.243, -0.303], [0.446, -0.082, 0.235], [-0.062, 0.176, 0.188], [-0.925, -0.251, 0.191], [0.073, -0.587, 0.207], [0.689, -0.631, -0.404], [-0.203, 0.002, 0.326], [0.225, -0.153, -0.015], [0.584, -0.353, 0.014], [-0.044, -0.124, 0.363], [-0.324, 0.156, -0.148], [0.189, -1.089, -0.791], [-0.505, -1.240, 0.481], [0.142, 0.026, -0.178]], "mulliken_charge": [-0.133, -0.330, -0.243, 0.070, 0.340, -0.161, -0.289, 0.253, -0.500, -0.147, -0.934, -0.054, -1.298, 0.568, -0.620, -0.582, -0.673, -0.601, -0.140, -0.548, -0.650, -0.058, -0.383, -0.583, 0.696, -0.948, -0.668, -0.831, 1.172, -0.946, 0.353, -0.521, 0.744, -0.445, 0.604, -0.803, -1.150, 0.423, 0.242, 0.298, 0.440, 0.333, 0.281, 0.417, 0.844, -0.228, 0.303, 0.417, 0.305, 0.459, 0.324, 0.269, 0.342, 0.449, 0.485, 0.325, 0.493, -0.879, 0.339, 0.168, 0.698, 0.399, 0.425, 0.323, 0.334, 0.529, 0.399, 0.327, 0.142, 0.378, 0.637], "charge": 1, "total_energy_ev": -52973.0702, "multiplicity": 6, "homo_energy_ev": [-9.54, -9.95], "molar_mass_da": 599.77, "e_lumo_ev": [-2.47, -3.92], "relative_energy_ev": 0.000}